[1]
67
Properties=species:S:1:pos:R:3:nbo_charge:R:1 method="wB97M-V/def2-TZVPD" charge=+1 total_energy_ev=-70412.59971 mol_weight_da=651.42 relative_energy_kj_mol=22.18 fmax_ha_per_bohr=0.0414 e_lumo_ev=-3.28 multiplicity=1
Mo -0.18 0.68 -0.09 1.11
Cl -3.17 -1.16 -2.68 0.04
Cl -1.01 3.68 -1.71 0.04
F -4.63 1.60 2.95 -0.31
F -0.80 3.91 4.18 -0.32
O 1.54 0.27 -1.44 -0.68
N -1.38 0.76 -1.33 -0.42
N 2.52 -0.52 -3.31 -0.37
N 1.20 2.07 0.90 -0.53
C -0.08 -6.07 0.94 -0.21
C -2.15 2.70 -2.56 -0.04
C -2.72 2.77 3.59 -0.36
C 0.25 -1.81 1.67 -0.14
C -0.35 -1.35 3.01 -0.60
C -3.96 1.11 -3.93 -0.23
C 3.32 3.14 1.13 -0.25
C -3.00 3.28 -3.48 -0.23
C 1.58 3.55 2.72 -0.24
C -0.68 2.43 2.32 -0.19
C 0.46 -5.21 -0.02 -0.22
C 3.67 -1.00 -2.55 -0.42
C 1.53 0.07 -2.68 0.57
C -2.20 1.32 -2.28 0.09
C 0.12 -3.32 1.46 -0.04
C -3.90 2.47 -4.17 -0.16
C 2.43 -0.71 -4.77 -0.42
C -3.34 1.87 2.74 0.45
C -2.68 1.24 1.71 -0.32
C -0.42 -4.19 2.40 -0.21
C -1.34 1.52 1.48 -0.17
C 0.73 2.71 2.01 0.26
C 2.46 2.29 0.48 0.07
C -3.12 0.54 -3.00 -0.03
C 2.87 3.76 2.28 -0.10
C 0.56 -3.86 0.24 -0.17
C -0.49 -1.10 0.54 -0.17
C -0.52 -5.55 2.14 -0.19
C -1.39 3.03 3.36 0.45
C 1.74 -1.42 1.66 -0.60
H 2.22 -1.72 0.73 0.21
H 2.34 0.25 -5.28 0.22
H 1.58 -1.34 -5.03 0.22
H -3.25 3.25 4.40 0.26
H 0.97 -3.20 -0.52 0.19
H 0.13 -1.89 3.84 0.22
H 3.36 -1.75 -1.83 0.22
H 0.80 -5.61 -0.97 0.22
H -1.43 -1.52 3.06 0.22
H 4.14 -0.18 -2.00 0.22
H -4.57 2.92 -4.89 0.23
H 0.68 0.38 -3.29 0.16
H -0.77 -3.81 3.35 0.22
H -3.22 0.54 1.09 0.24
H 2.77 1.76 -0.41 0.23
H -1.28 -1.69 0.08 0.23
H -0.17 -0.29 3.15 0.21
H -0.16 -7.13 0.74 0.22
H 3.53 4.42 2.84 0.24
H 1.85 -0.33 1.77 0.19
H 4.40 -1.42 -3.23 0.22
H 3.34 -1.19 -5.11 0.23
H 2.26 -1.89 2.49 0.23
H -0.94 -6.20 2.89 0.22
H 4.32 3.29 0.74 0.24
H -2.95 4.34 -3.67 0.24
H 1.23 4.03 3.61 0.26
H -4.66 0.48 -4.47 0.24


[2]
74
Properties=species:S:1:pos:R:3:lowdin_spin:R:1 method="wB97M-V/def2-TZVPD" charge=0 total_energy_ev=-89396.81573 mol_weight_da=766.11 relative_energy_kj_mol=187.61 fmax_ha_per_bohr=0.0698 e_lumo_ev="-1.64 / -2.26" multiplicity=3 s_squared=2.021
Mo -1.15 0.63 1.03 1.03
Cl 4.54 -3.67 3.73 0.01
S -3.61 0.75 2.01 0.01
S 1.95 0.81 -1.24 0.01
O -4.78 -0.03 1.79 0.01
O 0.32 -0.29 1.53 0.11
O -1.09 -2.63 1.14 0.01
O -3.03 1.31 0.70 0.04
O -2.36 -0.15 2.31 0.04
O -3.66 1.79 2.99 0.00
O -1.09 -0.12 -0.61 0.04
N -0.92 2.50 0.17 0.05
N -0.60 1.88 2.56 0.13
N 0.05 -0.72 -2.57 0.03
N 1.91 -0.13 -3.70 0.01
N -0.49 3.16 2.33 0.21
C -0.23 -3.10 1.84 0.00
C -4.17 -3.36 -2.69 0.00
C 1.38 -0.92 -4.82 0.00
C 1.73 -2.40 -4.67 0.00
C -0.94 -0.77 -1.72 0.01
C 3.28 -2.69 3.06 0.02
C -4.25 -2.55 -1.57 0.00
C 3.16 0.57 -3.93 0.00
C 2.53 -0.55 2.28 0.02
C -1.20 2.82 -1.11 0.03
C 1.04 -2.47 2.21 0.02
C -2.07 -1.65 -2.07 0.00
C 0.93 2.12 5.94 0.00
C -3.21 -1.69 -1.25 0.00
C -0.17 1.52 3.87 0.00
C -3.05 -3.30 -3.52 0.00
C 1.27 -1.09 1.98 0.00
C 0.12 -0.11 5.63 0.00
C -0.71 3.50 1.06 0.03
C 2.06 -3.25 2.77 0.00
C 2.91 1.98 -4.47 0.00
C -0.93 5.15 -0.65 0.03
C -2.01 -2.46 -3.21 0.00
C -0.34 0.22 4.37 0.01
C 1.24 -0.05 -2.54 0.00
C 3.52 -1.34 2.81 0.00
C 0.48 2.46 4.68 0.01
C 0.75 0.83 6.42 0.01
C -0.67 4.85 0.65 0.03
C -1.22 4.11 -1.55 0.04
H 2.69 0.50 2.09 0.00
H -1.45 4.32 -2.59 0.00
H 2.41 2.58 -3.70 0.00
H 1.30 -2.79 -3.74 0.00
H -0.44 5.59 1.40 0.00
H 1.33 -2.97 -5.50 0.00
H 3.75 -0.01 -4.65 0.00
H 1.42 2.87 6.55 0.00
H -3.01 -3.93 -4.40 0.00
H -0.03 -1.11 6.00 0.00
H -3.27 -1.06 -0.38 0.00
H -0.36 -4.13 2.25 0.00
H 1.81 -0.53 -5.74 0.00
H 2.81 -2.55 -4.64 0.00
H 4.49 -0.92 3.04 0.00
H 3.86 2.46 -4.72 0.00
H 1.10 0.57 7.42 0.00
H 1.89 -4.30 2.95 0.00
H -1.40 2.00 -1.78 0.00
H -1.12 -2.40 -3.83 0.00
H 2.29 1.95 -5.36 0.00
H -0.92 6.18 -1.00 0.00
H 3.71 0.63 -3.00 0.00
H 0.30 -0.80 -4.84 0.00
H 0.60 3.46 4.29 0.00
H -5.12 -2.59 -0.92 0.00
H -0.88 -0.52 3.81 0.00
H -4.99 -4.03 -2.93 0.00


[3]
68
Properties=species:S:1:pos:R:3:nbo_charge:R:1 method="wB97M-V/def2-TZVPD" charge=+1 total_energy_ev=-89933.91228 mol_weight_da=614.47 fmax_ha_per_bohr=0.0792 e_lumo_ev="-3.43 / -3.76" multiplicity=4 s_squared=3.786
V -0.58 -1.09 -0.84 0.85
P 0.33 -0.66 1.16 1.12
P -0.38 1.21 -0.72 1.07
F -3.44 -1.39 -1.68 -0.35
F -2.70 -2.76 -0.06 -0.39
F -3.26 -0.67 0.34 -0.33
N -0.80 -4.38 -4.67 -0.75
N 0.44 -1.68 -2.57 -0.48
N 0.38 -4.52 -2.62 -0.42
N 0.31 1.13 0.87 -0.98
C 1.46 3.69 -3.55 -0.22
C -0.31 -3.77 -3.56 0.40
C 4.20 -1.10 2.15 -0.15
C 1.79 -1.91 3.25 -0.16
C 1.79 -1.26 2.01 -0.43
C 0.83 2.07 -1.84 -0.39
C -0.87 -0.90 2.45 -0.44
C -2.67 2.38 -1.76 -0.20
C 4.16 -1.54 3.44 -0.18
C 2.93 -1.95 4.02 -0.20
C 2.10 1.47 -1.96 -0.18
C -1.86 -0.18 4.61 -0.20
C -2.43 -1.41 4.80 -0.19
C -2.25 -2.43 3.85 -0.21
C -1.35 -2.22 2.78 -0.13
C -2.07 3.21 0.44 -0.20
C -0.39 -2.34 -3.40 -0.08
C -1.85 2.37 -0.62 -0.33
C 1.17 -2.46 -1.57 -0.26
C -3.81 4.29 -0.90 -0.20
C 3.03 -0.88 1.45 -0.21
C -3.03 4.22 0.25 -0.18
C 0.91 -3.88 -1.63 0.11
C -2.65 -1.42 -0.57 0.56
C 2.73 3.04 -3.67 -0.16
C -1.12 0.07 3.44 -0.17
C 1.46 1.94 1.29 -0.42
C 2.96 1.88 -2.96 -0.22
C 0.58 3.19 -2.66 -0.14
C -3.70 3.30 -1.87 -0.19
H 1.00 2.87 1.79 0.21
H -2.83 -3.35 4.01 0.24
H -1.17 -3.01 2.04 0.21
H -0.67 1.05 3.28 0.21
H -0.92 -3.78 -5.56 0.42
H 1.95 1.34 2.05 0.22
H 1.97 -2.00 -1.01 0.25
H 2.16 2.23 0.50 0.21
H 3.90 1.39 -3.08 0.22
H 1.35 -4.48 -0.86 0.21
H -0.33 3.75 -2.54 0.22
H 1.19 4.53 -4.24 0.23
H 5.03 -1.50 4.04 0.23
H -0.68 -5.38 -4.77 0.43
H -3.14 -1.57 5.65 0.23
H -3.08 5.03 0.99 0.23
H -1.49 3.06 1.33 0.22
H 0.86 -2.47 3.50 0.24
H 3.40 3.48 -4.40 0.23
H -4.48 5.19 -1.12 0.24
H 5.12 -0.79 1.72 0.22
H -2.38 1.81 -2.62 0.21
H 2.41 0.70 -1.26 0.20
H 2.87 -2.36 5.03 0.24
H 3.10 -0.59 0.38 0.20
H -4.32 3.23 -2.75 0.23
H -2.00 0.67 5.23 0.23
H -0.83 -1.72 -4.22 0.23


[4]
69
Properties=species:S:1:pos:R:3:nbo_charge:R:1 method="wB97M-V/def2-TZVPD" charge=0 total_energy_ev=-70783.65230 mol_weight_da=766.92 relative_energy_kj_mol=127.38 fmax_ha_per_bohr=0.0201 e_lumo_ev=-0.35 multiplicity=1
Ir 1.21 -0.19 1.33 0.94
S 1.48 -2.33 0.57 -0.13
S 1.88 -0.19 3.44 0.61
O -2.54 -0.93 0.65 -0.63
O -0.71 -0.76 1.93 -0.80
O -0.58 1.13 -0.18 -0.72
O 4.60 1.34 -0.26 -0.61
O 3.20 0.01 0.89 -0.71
N 1.52 1.94 1.31 -0.46
N -2.03 0.25 -3.19 -0.21
N -0.93 0.39 -2.35 -0.29
C 1.48 0.21 -2.40 -0.25
C 2.53 -1.86 -3.05 -0.21
C -0.53 2.55 2.39 -0.20
C -1.24 -2.87 1.01 -0.21
C 0.26 -4.73 0.71 -0.27
C -2.09 -5.14 1.03 -0.24
C 0.13 -1.72 -2.94 -0.25
C 2.86 3.57 0.19 -0.23
C 0.61 2.90 1.63 0.27
C 0.79 4.23 1.21 -0.11
C 1.28 -2.44 -3.20 -0.20
C -4.35 1.10 -3.31 -0.66
C -1.54 -1.40 1.15 0.80
C -0.18 5.20 1.56 -0.18
C -1.27 4.85 2.30 -0.21
C -2.68 1.39 -1.38 -0.37
C -0.80 -5.61 0.82 -0.20
C 0.59 -0.94 4.45 -0.75
C 1.95 4.55 0.47 -0.12
C 3.11 -1.51 3.60 -0.76
C 3.58 1.14 0.37 0.75
C -2.30 -3.77 1.11 -0.17
C -1.78 0.34 -4.62 -0.42
C 2.63 -0.54 -2.64 -0.19
C 0.07 -3.35 0.81 -0.06
C -3.06 0.94 -2.59 0.25
C 0.24 -0.39 -2.55 0.20
C -1.44 3.51 2.72 -0.18
C -1.31 1.00 -1.17 0.65
C 2.60 2.27 0.63 0.12
H -0.24 -0.24 4.51 0.25
H 3.78 3.74 -0.35 0.25
H -2.01 5.59 2.57 0.22
H -0.04 6.23 1.23 0.21
H 2.68 -2.44 3.22 0.25
H 1.02 -1.10 5.43 0.23
H 3.38 -1.59 4.65 0.22
H 3.96 -1.23 2.99 0.26
H -3.30 1.86 -0.63 0.24
H 0.25 -1.86 3.99 0.26
H -2.31 3.24 3.30 0.22
H -4.31 1.93 -4.02 0.23
H -2.62 -0.11 -5.15 0.22
H -5.14 1.32 -2.59 0.24
H -0.62 -6.68 0.74 0.21
H -0.85 -2.17 -3.03 0.23
H 3.61 -0.09 -2.49 0.23
H -3.29 -3.37 1.25 0.23
H 3.42 -2.44 -3.23 0.22
H 1.26 -5.11 0.54 0.22
H -1.64 1.37 -4.96 0.19
H -0.88 -0.24 -4.85 0.23
H -2.92 -5.82 1.12 0.21
H -4.62 0.20 -3.85 0.23
H -0.69 1.51 2.64 0.25
H 1.20 -3.48 -3.50 0.22
H 1.54 1.25 -2.11 0.23
H 2.10 5.57 0.13 0.22